(1)
{
  "formula": "C49H41Br3N8O16",
  "method": "ωB97M-V with the def2-TZVPD basis set",
  "symbols": ["C", "C", "C", "C", "C", "C", "N", "O", "O", "H", "H", "H", "H", "H", "C", "C", "C", "C", "C", "C", "N", "O", "O", "H", "H", "H", "H", "H", "C", "C", "C", "C", "C", "C", "N", "O", "O", "H", "H", "H", "H", "H", "C", "C", "C", "C", "C", "C", "N", "O", "O", "H", "H", "H", "H", "H", "C", "C", "C", "C", "C", "C", "N", "O", "O", "H", "H", "H", "H", "H", "C", "C", "C", "C", "C", "C", "N", "O", "O", "H", "H", "H", "H", "H", "C", "C", "C", "C", "C", "C", "N", "O", "O", "H", "H", "H", "H", "H", "C", "C", "C", "C", "C", "C", "N", "O", "O", "H", "H", "H", "H", "H", "C", "Br", "Br", "Br", "H"],
  "xyz": [[6.074, -2.008, -9.319], [5.012, -1.529, -10.073], [3.857, -1.214, -9.356], [3.711, -1.291, -7.986], [4.792, -1.608, -7.239], [5.963, -1.976, -7.924], [2.410, -1.118, -7.360], [1.431, -1.040, -8.128], [2.367, -0.986, -6.133], [6.969, -2.304, -9.845], [5.120, -1.372, -11.137], [3.019, -0.862, -9.940], [4.697, -1.634, -6.164], [6.766, -2.312, -7.285], [1.197, 3.764, 3.925], [0.235, 3.549, 4.909], [0.698, 3.662, 6.281], [1.929, 4.276, 6.655], [2.768, 4.678, 5.596], [2.433, 4.407, 4.218], [2.334, 4.466, 8.090], [1.702, 3.814, 8.917], [3.189, 5.327, 8.237], [1.012, 3.552, 2.882], [-0.744, 3.137, 4.715], [-0.095, 3.394, 6.963], [3.744, 5.118, 5.737], [3.139, 4.696, 3.454], [-0.985, -3.915, 1.690], [-0.838, -4.381, 3.001], [0.330, -4.114, 3.703], [1.280, -3.254, 3.261], [1.097, -2.720, 1.975], [0.006, -3.116, 1.144], [2.469, -2.903, 4.069], [3.263, -2.025, 3.833], [2.667, -3.552, 5.105], [-1.786, -4.198, 1.023], [-1.633, -5.075, 3.235], [0.405, -4.466, 4.722], [1.865, -2.068, 1.584], [0.062, -2.637, 0.177], [-6.980, -0.951, -3.899], [-6.005, -1.968, -3.708], [-4.676, -1.691, -3.982], [-4.315, -0.433, -4.531], [-5.303, 0.530, -4.809], [-6.611, 0.259, -4.465], [-2.936, -0.226, -4.976], [-2.611, 0.862, -5.356], [-2.103, -1.148, -4.794], [-7.978, -1.241, -3.605], [-6.335, -2.937, -3.365], [-3.956, -2.489, -3.882], [-4.962, 1.504, -5.130], [-7.411, 0.982, -4.531], [0.018, -1.789, 6.376], [0.527, -0.665, 5.783], [1.732, -0.092, 6.231], [2.445, -0.679, 7.270], [1.840, -1.722, 7.959], [0.685, -2.300, 7.483], [3.791, -0.230, 7.636], [3.961, 0.947, 7.391], [4.575, -0.953, 8.139], [-0.881, -2.164, 5.909], [0.166, -0.263, 4.849], [2.131, 0.710, 5.627], [2.262, -2.215, 8.822], [0.306, -3.106, 8.094], [1.841, 2.335, -5.809], [3.090, 2.907, -5.880], [3.251, 4.106, -6.588], [2.124, 4.713, -7.221], [0.924, 4.011, -7.288], [0.766, 2.818, -6.561], [2.360, 5.991, -7.963], [3.482, 6.506, -7.970], [1.427, 6.531, -8.641], [1.897, 1.299, -5.510], [3.880, 2.328, -5.425], [4.281, 4.399, -6.729], [0.012, 4.452, -7.663], [-0.145, 2.246, -6.657], [-2.927, -0.071, 4.813], [-2.762, -1.289, 4.158], [-3.827, -2.175, 4.174], [-5.102, -1.841, 4.708], [-5.182, -0.562, 5.353], [-4.104, 0.294, 5.443], [-6.254, -2.773, 4.656], [-6.063, -3.923, 4.323], [-7.362, -2.367, 5.009], [-2.066, 0.570, 4.930], [-1.832, -1.506, 3.655], [-3.685, -3.093, 3.624], [-6.104, -0.187, 5.771], [-4.206, 1.293, 5.841], [1.121, 0.351, -2.531], [2.146, 0.548, -1.543], [1.807, 0.678, -0.263], [0.511, 0.454, 0.172], [-0.506, 0.187, -0.802], [-0.218, 0.141, -2.160], [0.196, 0.419, 1.637], [-0.924, 0.107, 2.058], [1.103, 0.801, 2.389], [1.385, 0.104, -3.549], [3.205, 0.676, -1.716], [2.642, 0.862, 0.397], [-1.559, 0.041, -0.613], [-0.988, -0.034, -2.897], [-4.544, -1.367, 0.408], [-6.411, -1.986, 0.216], [-4.365, 0.364, -0.466], [-3.478, -2.781, -0.453], [-4.143, -1.271, 1.416]],
  "lumo_ev": -1.274
}

=====

(2)
{
  "formula": "C49H41F4N8O14",
  "method": "ωB97M-V with the def2-TZVPD basis set",
  "symbols": ["F", "C", "F", "C", "F", "F", "C", "C", "C", "N", "C", "C", "H", "H", "H", "H", "H", "H", "C", "C", "C", "C", "C", "C", "N", "O", "O", "H", "H", "H", "H", "H", "C", "C", "C", "C", "C", "C", "N", "O", "O", "H", "H", "H", "H", "H", "C", "C", "C", "C", "C", "C", "N", "O", "O", "H", "H", "H", "H", "H", "C", "C", "C", "C", "C", "C", "N", "O", "O", "H", "H", "H", "H", "H", "C", "C", "C", "C", "C", "C", "N", "O", "O", "H", "H", "H", "H", "H", "C", "C", "C", "C", "C", "C", "N", "O", "O", "H", "H", "H", "H", "H", "C", "C", "C", "C", "C", "C", "N", "O", "O", "H", "H", "H", "H", "H"],
  "xyz": [[6.680, -4.524, -2.293], [6.754, -3.283, -1.743], [6.436, -3.390, -0.426], [5.726, -2.347, -2.412], [6.141, -2.069, -3.673], [5.789, -1.191, -1.690], [4.278, -2.821, -2.444], [3.929, -4.105, -2.864], [2.606, -4.467, -2.852], [1.673, -3.594, -2.452], [1.971, -2.349, -2.081], [3.279, -1.932, -2.067], [7.761, -2.884, -1.845], [4.652, -4.823, -3.199], [2.287, -5.450, -3.159], [0.689, -3.872, -2.402], [1.157, -1.706, -1.789], [3.496, -0.926, -1.746], [-5.535, -2.152, -0.965], [-4.704, -2.444, 0.110], [-3.381, -2.781, -0.113], [-2.925, -2.817, -1.423], [-3.736, -2.536, -2.511], [-5.055, -2.201, -2.269], [-1.535, -3.158, -1.653], [-0.824, -3.422, -0.703], [-1.098, -3.172, -2.804], [-6.566, -1.883, -0.783], [-5.083, -2.404, 1.118], [-2.719, -3.004, 0.711], [-3.346, -2.580, -3.517], [-5.710, -1.976, -3.099], [-2.149, 3.401, 0.799], [-2.991, 3.878, 1.795], [-3.894, 3.022, 2.404], [-3.932, 1.701, 1.999], [-3.105, 1.204, 1.009], [-2.207, 2.069, 0.406], [-4.883, 0.787, 2.654], [-5.617, 1.242, 3.500], [-4.877, -0.380, 2.301], [-1.442, 4.071, 0.328], [-2.953, 4.912, 2.111], [-4.556, 3.375, 3.181], [-3.163, 0.166, 0.719], [-1.550, 1.702, -0.371], [-5.990, 9.668, -0.065], [-4.864, 10.356, 0.366], [-3.999, 9.770, 1.276], [-4.285, 8.499, 1.735], [-5.402, 7.795, 1.324], [-6.259, 8.392, 0.414], [-3.362, 7.871, 2.693], [-2.399, 8.508, 3.058], [-3.616, 6.739, 3.065], [-6.663, 10.129, -0.776], [-4.658, 11.350, -0.005], [-3.121, 10.296, 1.621], [-5.597, 6.806, 1.708], [-7.140, 7.861, 0.081], [4.492, -3.334, 3.759], [3.266, -3.547, 4.374], [2.096, -3.137, 3.755], [2.186, -2.520, 2.521], [3.396, -2.293, 1.892], [4.558, -2.706, 2.522], [0.944, -2.098, 1.856], [-0.103, -2.287, 2.432], [1.029, -1.590, 0.750], [5.402, -3.658, 4.246], [3.218, -4.034, 5.338], [1.134, -3.293, 4.220], [3.430, -1.799, 0.932], [5.514, -2.536, 2.047], [-0.268, -6.902, -0.698], [-1.099, -6.399, 0.294], [-2.019, -7.231, 0.912], [-2.083, -8.553, 0.516], [-1.270, -9.073, -0.472], [-0.353, -8.233, -1.084], [-3.054, -9.447, 1.180], [-3.770, -8.958, 2.027], [-3.070, -10.608, 0.833], [0.459, -6.250, -1.169], [-1.026, -5.366, 0.595], [-2.675, -6.864, 1.686], [-1.353, -10.111, -0.754], [0.295, -8.623, -1.857], [9.757, -8.763, -5.218], [9.454, -7.719, -4.353], [8.142, -7.301, -4.200], [7.157, -7.949, -4.923], [7.434, -8.989, -5.792], [8.750, -9.394, -5.937], [5.760, -7.527, -4.759], [5.525, -6.592, -4.007], [4.907, -8.123, -5.372], [10.782, -9.087, -5.331], [10.240, -7.230, -3.796], [7.889, -6.493, -3.533], [6.639, -9.469, -6.342], [8.988, -10.204, -6.610], [-1.077, 14.216, 4.114], [-1.278, 15.295, 3.263], [-2.530, 15.526, 2.716], [-3.560, 14.665, 3.041], [-3.385, 13.585, 3.885], [-2.127, 13.361, 4.421], [-4.898, 14.908, 2.470], [-5.025, 15.848, 1.715], [-5.790, 14.146, 2.785], [-0.098, 14.042, 4.541], [-0.460, 15.960, 3.025], [-2.705, 16.358, 2.051], [-4.211, 12.931, 4.118], [-1.969, 12.519, 5.082]],
  "total_charge": 1,
  "lumo_ev": -3.891
}

=====

(3)
{
  "formula": "C49H41MnN3O2SSi",
  "method": "ωB97M-V with the def2-TZVPD basis set",
  "symbols": ["Mn", "O", "C", "C", "C", "C", "C", "C", "C", "N", "N", "C", "O", "C", "C", "C", "C", "C", "C", "H", "H", "H", "H", "H", "H", "H", "H", "H", "H", "C", "C", "C", "C", "C", "C", "C", "C", "S", "C", "N", "C", "C", "C", "C", "C", "C", "C", "C", "H", "H", "H", "H", "H", "H", "H", "H", "H", "H", "H", "H", "H", "H", "H", "H", "C", "C", "C", "C", "C", "C", "Si", "C", "C", "C", "C", "C", "C", "C", "C", "C", "C", "C", "C", "H", "H", "H", "H", "H", "H", "H", "H", "H", "H", "H", "H", "H", "H", "H"],
  "xyz": [[-0.810, -0.382, 1.151], [-2.418, -1.628, 1.340], [-3.734, -1.219, 1.126], [-4.711, -2.170, 0.860], [-6.026, -1.805, 0.643], [-6.391, -0.469, 0.723], [-5.436, 0.477, 1.005], [-4.082, 0.150, 1.205], [-3.195, 1.250, 1.428], [-1.898, 1.192, 1.508], [-1.251, 2.371, 1.670], [0.051, 2.176, 1.609], [0.513, 0.997, 1.406], [1.019, 3.278, 1.706], [0.693, 4.573, 1.316], [1.671, 5.550, 1.297], [2.970, 5.252, 1.676], [3.292, 3.968, 2.090], [2.326, 2.980, 2.094], [-4.434, -3.212, 0.798], [-6.754, -2.566, 0.408], [-7.414, -0.172, 0.555], [-5.710, 1.520, 1.047], [-3.662, 2.230, 1.492], [-0.318, 4.793, 1.017], [1.422, 6.547, 0.967], [3.732, 6.017, 1.653], [4.302, 3.738, 2.397], [2.559, 1.973, 2.410], [-0.648, 4.603, -4.059], [-0.592, 3.790, -2.763], [-1.647, 4.348, -1.796], [0.811, 3.931, -2.162], [-0.870, 2.314, -2.975], [-1.045, 1.751, -4.241], [-1.320, 0.406, -4.412], [-1.433, -0.395, -3.292], [-1.776, -2.096, -3.165], [-1.697, -1.950, -1.410], [-1.410, -0.740, -0.981], [-1.257, 0.147, -2.007], [-0.958, 1.496, -1.862], [-1.852, -3.081, -0.547], [-1.655, -4.389, -1.010], [-1.677, -5.458, -0.146], [-1.903, -5.260, 1.215], [-2.131, -3.984, 1.694], [-2.098, -2.895, 0.837], [-0.467, 5.651, -3.826], [-1.624, 4.524, -4.532], [0.118, 4.280, -4.761], [-1.519, 5.421, -1.676], [-1.566, 3.885, -0.816], [-2.647, 4.161, -2.182], [1.045, 4.977, -1.980], [1.544, 3.518, -2.848], [0.896, 3.395, -1.222], [-0.963, 2.369, -5.119], [-1.447, -0.005, -5.401], [-0.794, 1.872, -0.864], [-1.465, -4.540, -2.063], [-1.511, -6.455, -0.522], [-1.926, -6.102, 1.888], [-2.351, -3.811, 2.738], [2.265, -6.189, 0.576], [2.712, -5.289, -0.377], [2.378, -3.951, -0.274], [1.582, -3.484, 0.765], [1.165, -4.399, 1.726], [1.502, -5.737, 1.639], [1.158, -1.623, 0.922], [1.920, -0.761, -0.633], [2.637, 0.428, -0.515], [3.033, 1.146, -1.627], [2.726, 0.688, -2.897], [2.022, -0.495, -3.039], [1.619, -1.202, -1.921], [2.214, -1.133, 2.457], [1.605, -0.710, 3.634], [2.353, -0.274, 4.713], [3.737, -0.246, 4.625], [4.357, -0.664, 3.461], [3.600, -1.112, 2.393], [2.524, -7.235, 0.498], [3.330, -5.626, -1.199], [2.764, -3.249, -0.998], [0.581, -4.050, 2.567], [1.180, -6.429, 2.406], [2.885, 0.793, 0.469], [3.580, 2.071, -1.499], [3.035, 1.248, -3.769], [1.776, -0.861, -4.026], [1.066, -2.124, -2.051], [0.516, -0.710, 3.696], [1.866, 0.058, 5.618], [4.324, 0.105, 5.461], [5.435, -0.626, 3.381], [4.085, -1.447, 1.487]],
  "multiplicity": 2,
  "lumo_ev": [-0.595, -0.661]
}

=====

(4)
{
  "formula": "C49H42AuF2N6S3",
  "method": "ωB97M-V with the def2-TZVPD basis set",
  "symbols": ["Au", "N", "S", "N", "S", "N", "S", "N", "C", "C", "C", "C", "C", "C", "C", "C", "C", "C", "C", "C", "C", "C", "C", "C", "C", "C", "C", "C", "C", "C", "C", "C", "C", "C", "C", "C", "C", "C", "C", "C", "C", "C", "C", "C", "H", "H", "H", "H", "H", "H", "H", "H", "H", "H", "H", "H", "H", "H", "H", "H", "H", "H", "H", "H", "H", "H", "H", "H", "H", "H", "H", "H", "H", "H", "C", "N", "C", "C", "C", "C", "C", "N", "C", "C", "C", "C", "C", "C", "H", "H", "H", "H", "H", "H", "H", "H", "H", "H", "H", "F", "C", "F", "H"],
  "xyz": [[-0.280, 0.342, -0.219], [0.009, 0.993, 1.679], [0.439, 0.557, 3.000], [1.977, 0.920, 3.487], [3.198, 0.038, 3.131], [3.337, -0.672, 1.779], [3.167, -0.010, 0.261], [1.900, -0.085, -0.435], [3.820, 1.654, 0.437], [2.874, 2.662, 0.544], [3.306, 3.973, 0.682], [4.664, 4.262, 0.695], [5.600, 3.239, 0.587], [5.181, 1.924, 0.463], [4.475, -0.887, -0.567], [4.825, -0.397, -1.819], [5.747, -1.091, -2.583], [6.294, -2.275, -2.103], [5.923, -2.763, -0.858], [5.007, -2.069, -0.080], [4.569, 1.104, 3.514], [5.832, 0.529, 3.469], [6.932, 1.320, 3.746], [6.758, 2.664, 4.060], [5.487, 3.220, 4.094], [4.374, 2.438, 3.821], [3.391, -1.281, 4.307], [3.431, -0.915, 5.646], [3.566, -1.905, 6.602], [3.650, -3.238, 6.213], [3.599, -3.583, 4.870], [3.470, -2.599, 3.900], [0.267, -1.177, 3.414], [0.126, -1.578, 4.739], [0.029, -2.930, 5.021], [0.068, -3.863, 3.989], [0.210, -3.446, 2.673], [0.312, -2.092, 2.379], [-0.458, 1.413, 4.269], [-1.811, 1.581, 4.016], [-2.593, 2.216, 4.967], [-2.018, 2.679, 6.145], [-0.659, 2.513, 6.377], [0.133, 1.872, 5.436], [1.816, 2.421, 0.519], [2.576, 4.768, 0.767], [4.997, 5.288, 0.785], [6.659, 3.465, 0.594], [5.906, 1.124, 0.379], [4.379, 0.517, -2.192], [6.033, -0.713, -3.555], [7.009, -2.821, -2.704], [6.346, -3.688, -0.489], [4.717, -2.438, 0.893], [5.951, -0.520, 3.220], [7.924, 0.889, 3.722], [7.621, 3.279, 4.279], [5.357, 4.267, 4.333], [3.375, 2.852, 3.836], [3.365, 0.128, 5.934], [3.607, -1.639, 7.650], [3.755, -4.010, 6.963], [3.654, -4.621, 4.571], [3.409, -2.848, 2.849], [0.081, -0.849, 5.538], [-0.091, -3.255, 6.046], [-0.024, -4.917, 4.215], [0.216, -4.163, 1.863], [0.405, -1.774, 1.348], [-2.235, 1.238, 3.079], [-3.649, 2.356, 4.784], [-2.632, 3.179, 6.883], [-0.213, 2.885, 7.290], [1.194, 1.740, 5.600], [0.057, 0.639, -3.183], [-0.594, -0.172, -2.156], [-1.228, -1.280, -2.456], [-1.765, -2.164, -1.534], [-2.451, -3.379, -1.799], [-2.772, -3.908, -0.572], [-2.268, -2.992, 0.387], [-1.669, -1.952, -0.166], [-0.290, 2.098, -3.030], [-1.524, 2.588, -3.443], [-1.851, 3.921, -3.250], [-0.943, 4.780, -2.644], [0.293, 4.301, -2.235], [0.616, 2.965, -2.427], [-0.236, 0.262, -4.165], [1.140, 0.517, -3.084], [-1.314, -1.517, -3.515], [-2.678, -3.789, -2.773], [-3.306, -4.825, -0.372], [-2.352, -3.078, 1.464], [-2.233, 1.919, -3.921], [-2.813, 4.295, -3.577], [-1.198, 5.821, -2.498], [1.008, 4.969, -1.770], [1.577, 2.579, -2.100], [-1.949, 2.520, 0.060], [-2.119, 1.197, -0.153], [-2.866, 0.719, 0.864], [-2.655, 1.042, -1.088]],
  "total_charge": 1,
  "lumo_ev": -2.431
}

=====

In the order shown, the computed calculated total energy values come out to -306260.602 -102909.779 -110076.929 -102054.795 eV.
In the order shown, the computed energy above the lowest of the compared OMol25 structures with the same formula, charge and spin values come out to 1.328 0.000 0.000 0.000 eV.